[1]
Density functional theory data (wB97M-V/def2-TZVPD) for a molecular structure, C10H30O5.

Its charge is 0. The value obtained for the HOMO energy is -8.10 eV. The calculation puts the relative energy (zero: lowest compared OMol25 entry of this formula, charge and spin) at 305.9 kcal/mol. The value obtained for the frontier orbital gap is 8.4 eV.

CARTESIAN COORDINATES (ANGSTROEM)
C1 -0.343 -0.250 3.190
C2 0.319 1.065 2.719
O1 1.294 1.358 3.779
H1 0.106 -1.076 2.639
H2 -1.282 -0.191 2.641
H3 -0.484 -0.459 4.251
H4 -0.332 1.938 2.753
H5 0.841 1.031 1.762
H6 0.896 1.974 4.399
C3 2.227 -3.672 -2.385
C4 2.280 -2.070 -2.520
O2 1.529 -1.570 -3.597
H7 1.193 -4.015 -2.424
H8 2.773 -3.899 -1.469
H9 2.765 -4.186 -3.181
H10 3.252 -1.623 -2.729
H11 1.950 -1.585 -1.601
H12 1.616 -0.626 -3.743
C5 0.864 -1.616 0.612
C6 0.672 -0.699 -0.643
O3 0.356 0.547 -0.108
H13 1.567 -1.171 1.315
H14 1.188 -2.644 0.451
H15 -0.115 -1.636 1.092
H16 -0.093 -1.114 -1.299
H17 1.664 -0.663 -1.095
H18 -0.523 0.544 0.279
C7 -3.012 1.502 0.199
C8 -1.771 0.993 0.958
O4 -1.639 -0.362 0.799
H19 -3.953 1.144 0.615
H20 -2.984 1.186 -0.844
H21 -2.842 2.578 0.231
H22 -1.658 1.231 2.015
H23 -0.826 1.404 0.604
H24 -2.368 -0.733 1.301
C9 -1.179 1.435 -1.679
C10 -0.454 2.621 -0.954
O5 0.920 2.144 -0.747
H25 -2.234 1.543 -1.931
H26 -1.112 0.538 -1.064
H27 -0.652 1.272 -2.619
H28 -0.989 3.001 -0.084
H29 -0.439 3.522 -1.566
H30 1.013 1.288 -0.322

---

[2]
Density functional theory data (wB97M-V/def2-TZVPD) for a molecular structure, C10H31AsF6O5.

Its charge is 0. The value obtained for the HOMO energy is -11.05 eV. The calculation puts the relative energy (zero: lowest compared OMol25 entry of this formula, charge and spin) at 43.1 kcal/mol. The value obtained for the frontier orbital gap is 10.8 eV.

CARTESIAN COORDINATES (ANGSTROEM)
O1 -0.549 -0.308 0.554
H1 -0.356 -1.212 0.293
H2 -0.265 0.334 -0.101
H3 -0.016 -0.134 1.333
As1 -4.412 0.233 -1.810
F1 -4.100 1.938 -2.212
F2 -2.780 0.012 -1.149
F3 -4.828 -1.503 -1.488
F4 -6.043 0.331 -2.454
F5 -3.840 -0.213 -3.447
F6 -5.013 0.630 -0.131
C1 1.627 1.940 3.808
C2 1.962 0.860 2.748
O2 0.854 -0.042 2.696
H4 2.393 2.712 3.884
H5 1.520 1.552 4.821
H6 0.715 2.463 3.521
H7 2.936 0.436 2.991
H8 2.047 1.339 1.772
H9 0.958 -0.598 3.472
C3 -1.792 3.188 1.017
C4 -0.917 2.802 -0.225
O3 0.284 2.178 0.125
H10 -2.811 3.515 0.808
H11 -1.226 3.867 1.654
H12 -1.953 2.338 1.680
H13 -0.619 3.723 -0.725
H14 -1.409 2.199 -0.988
H15 0.977 2.788 -0.141
C5 2.517 1.265 -2.884
C6 1.047 0.839 -2.792
C7 0.378 0.269 -4.044
O4 0.878 -0.073 -1.740
H16 2.672 2.042 -3.633
H17 3.188 0.435 -3.102
H18 2.874 1.655 -1.930
H19 0.457 1.732 -2.587
H20 0.489 1.022 -4.825
H21 -0.692 0.085 -3.951
H22 0.848 -0.671 -4.334
H23 1.473 -0.792 -1.966
C8 2.021 -2.988 1.220
C9 0.809 -3.825 0.894
C10 0.219 -4.508 2.086
O5 -0.127 -3.033 0.162
H24 1.779 -2.342 2.064
H25 2.423 -2.358 0.427
H26 2.787 -3.696 1.539
H27 1.175 -4.594 0.214
H28 -0.192 -3.869 2.867
H29 0.936 -5.174 2.567
H30 -0.595 -5.152 1.755
H31 -0.708 -3.633 -0.312

---

[3]
Density functional theory data (wB97M-V/def2-TZVPD) for a molecular structure, C10H32BO6PdS4.

Its multiplicity is 4. Its charge is 0. The value obtained for the HOMO energy (alpha / beta) is -6.25 / -6.09 eV. The value obtained for the frontier orbital gap (alpha / beta) is 6.1 / 5.9 eV.

CARTESIAN COORDINATES (ANGSTROEM)
Pd1 -1.125 -0.264 0.015
O1 -2.446 1.111 1.213
C1 -2.256 2.186 2.058
C2 -3.130 3.533 2.045
O2 -3.705 3.991 0.855
H1 -1.288 2.540 1.705
H2 -2.144 1.772 3.060
H3 -2.624 4.363 2.539
H4 -3.877 3.517 2.838
B1 -3.004 -0.457 -1.426
H5 -3.100 -0.935 -2.388
H6 -3.908 0.076 -1.177
H7 -2.782 -1.135 -0.616
H8 -2.186 0.243 -1.494
C3 0.205 -1.668 -4.227
S1 0.881 -0.757 -2.818
O3 0.022 -1.120 -1.603
C4 2.392 -1.789 -2.627
H9 -0.385 -1.001 -4.857
H10 -0.212 -2.626 -3.918
H11 1.132 -1.930 -4.738
H12 2.274 -2.873 -2.649
H13 2.875 -1.491 -1.697
H14 3.117 -1.574 -3.412
C5 -0.165 4.284 -0.679
S2 0.700 2.688 -0.711
O4 -0.417 1.680 -0.929
C6 1.726 2.974 -2.273
H15 0.496 4.958 -1.225
H16 -0.147 4.583 0.369
H17 -1.121 4.171 -1.189
H18 1.000 3.533 -2.863
H19 2.149 2.094 -2.756
H20 2.464 3.681 -1.893
C7 1.931 -1.381 2.728
S3 2.269 -0.212 1.366
O5 0.895 -0.151 0.833
C8 2.237 1.368 2.384
H21 2.561 -1.144 3.585
H22 2.136 -2.445 2.604
H23 0.918 -1.212 3.091
H24 1.443 1.400 3.130
H25 2.104 2.064 1.556
H26 3.220 1.703 2.717
C9 -0.874 -4.378 2.461
S4 -0.893 -3.318 0.910
O6 -0.837 -1.893 1.402
C10 0.701 -3.673 0.222
H27 -0.582 -5.372 2.121
H28 -1.775 -4.227 3.054
H29 -0.098 -4.074 3.163
H30 0.759 -3.399 -0.831
H31 0.962 -4.727 0.131
H32 1.511 -3.289 0.842

---

[4]
Density functional theory data (wB97M-V/def2-TZVPD) for a molecular structure, C10H32Fe2N14O12.

Its multiplicity is 9. Its charge is 0. The value obtained for the HOMO energy (alpha / beta) is -8.56 / -8.56 eV. The calculation puts the relative energy (zero: lowest compared OMol25 entry of this formula, charge and spin) at 231.1 kcal/mol. The value obtained for the frontier orbital gap (alpha / beta) is 7.1 / 6.9 eV.

CARTESIAN COORDINATES (ANGSTROEM)
Fe1 1.581 -4.513 -1.285
Fe2 0.809 -1.639 -2.879
O1 0.652 -2.480 -0.882
C1 0.206 -1.469 -0.002
C2 -0.399 -0.159 -0.714
O2 0.161 0.172 -2.001
H1 1.015 -1.147 0.654
H2 -0.584 -1.804 0.671
H3 -0.311 0.689 -0.034
H4 -1.482 -0.210 -0.823
C3 3.032 -3.265 -3.087
O3 3.368 -3.999 -2.150
O4 2.941 -2.028 -3.059
O5 1.805 -3.562 -3.272
C4 2.368 -4.590 2.032
O6 2.192 -4.777 0.872
N1 3.032 -5.399 2.842
N2 1.705 -3.764 2.785
H5 3.487 -6.232 2.496
H6 3.166 -5.096 3.796
H7 1.114 -2.996 2.502
H8 2.012 -3.861 3.742
C5 -5.325 0.862 -0.933
O7 -5.372 2.069 -1.211
N3 -6.305 0.072 -0.575
N4 -4.301 0.147 -1.336
H9 -5.973 -0.841 -0.298
H10 -7.152 0.516 -0.248
H11 -4.288 -0.863 -1.361
H12 -3.412 0.627 -1.332
C6 -2.166 4.135 0.119
O8 -3.049 3.567 -0.406
N5 -2.033 5.455 0.248
N6 -1.183 3.589 0.706
H13 -1.164 5.795 0.635
H14 -2.730 6.055 -0.168
H15 -0.984 2.615 0.528
H16 -0.459 4.085 1.207
C7 3.846 -0.571 2.188
O9 3.124 0.187 2.789
N7 5.097 -0.626 2.301
N8 3.564 -1.569 1.404
H17 5.459 -1.453 1.848
H18 5.506 -0.263 3.150
H19 4.244 -2.066 0.845
H20 2.569 -1.547 1.237
C8 3.089 2.185 -0.587
O10 4.108 2.352 0.014
N9 2.038 2.858 -0.468
N10 2.909 1.304 -1.485
H21 1.114 2.594 -0.781
H22 2.125 3.498 0.308
H23 2.063 0.753 -1.483
H24 3.732 0.762 -1.706
C9 -3.668 -1.036 2.332
O11 -4.209 -1.570 1.411
N11 -3.995 -1.127 3.579
N12 -2.651 -0.155 2.290
H25 -4.851 -1.662 3.617
H26 -3.398 -0.814 4.331
H27 -2.164 0.193 3.103
H28 -2.300 0.070 1.369
C10 -0.533 3.219 -3.930
O12 -0.886 4.265 -4.473
N13 -1.358 2.233 -3.773
N14 0.693 2.873 -3.504
H29 -2.334 2.309 -4.020
H30 -1.150 1.613 -3.003
H31 1.500 3.470 -3.615
H32 0.743 1.964 -3.066

---

[5]
Density functional theory data (wB97M-V/def2-TZVPD) for 5 unconnected molecules or ions with the total composition C10H32N2O6.

Its charge is 0. The value obtained for the HOMO energy is -9.32 eV. The calculation puts the relative energy (zero: lowest compared OMol25 entry of this formula, charge and spin) at 0.0 kcal/mol. The value obtained for the frontier orbital gap is 10.1 eV. The structure (SMILES) is COC[C@H](C)N.COC[C@H](C)N.OCCO.O.O.

CARTESIAN COORDINATES (ANGSTROEM)
C1 3.015 -1.324 1.260
O1 1.976 -0.381 1.270
C2 2.537 0.937 1.421
C3 1.319 1.915 1.541
C4 0.772 2.322 0.126
N1 1.618 3.206 2.121
H1 3.689 -1.414 2.112
H2 3.678 -1.173 0.408
H3 2.616 -2.320 1.070
H4 3.172 0.977 2.306
H5 3.193 1.107 0.567
H6 0.489 1.477 2.097
H7 0.668 1.439 -0.504
H8 1.375 3.018 -0.458
H9 -0.201 2.804 0.218
H10 2.542 3.469 1.810
H11 1.844 3.093 3.099
C5 -1.841 0.862 -3.493
O2 -1.439 -0.453 -3.098
C6 -0.010 -0.632 -3.242
C7 0.451 -2.030 -2.767
C8 0.293 -2.257 -1.304
N2 1.898 -2.303 -3.023
H12 -1.461 1.604 -2.791
H13 -2.930 0.839 -3.465
H14 -1.547 1.155 -4.501
H15 0.392 -0.458 -4.240
H16 0.575 0.155 -2.767
H17 -0.025 -2.784 -3.395
H18 -0.567 -1.729 -0.892
H19 1.115 -1.751 -0.797
H20 0.171 -3.315 -1.076
H21 2.117 -3.238 -2.712
H22 2.165 -2.243 -3.995
O3 -4.292 -0.633 0.564
C9 -3.552 0.218 1.394
C10 -2.695 1.161 0.569
O4 -1.643 0.487 -0.116
H23 -4.566 -1.348 1.144
H24 -4.153 0.799 2.093
H25 -2.877 -0.382 2.005
H26 -2.288 1.833 1.324
H27 -3.312 1.719 -0.136
H28 -2.058 -0.047 -0.798
O5 -0.493 -1.038 4.811
H29 -0.550 -1.002 3.856
H30 -0.527 -0.123 5.088
O6 -0.371 -0.883 2.092
H31 -0.836 -0.583 1.311
H32 0.554 -0.750 1.888

---

Number 1: calculated total energy -774.67308 hartree. Number 2: calculated total energy -3610.81991 hartree. Number 3: calculated total energy -2596.59233 hartree. Number 4: calculated total energy -4597.09045 hartree. Number 5: calculated total energy -961.07640 hartree.